No. 1
{
  "formula": "C27H36F6O27",
  "method": "ωB97M-V/def2-TZVPD",
  "elements": ["C", "C", "O", "C", "O", "O", "F", "H", "H", "H", "C", "C", "O", "C", "O", "O", "F", "H", "H", "H", "C", "C", "O", "C", "O", "O", "F", "H", "H", "H", "C", "C", "O", "C", "O", "O", "F", "H", "H", "H", "C", "C", "O", "C", "O", "O", "F", "H", "H", "H", "C", "C", "O", "C", "O", "O", "F", "H", "H", "H", "C", "O", "C", "O", "O", "C", "H", "H", "H", "H", "H", "H", "C", "O", "C", "O", "O", "C", "H", "H", "H", "H", "H", "H", "C", "O", "C", "O", "O", "C", "H", "H", "H", "H", "H", "H"],
  "positions_angstrom": [[-22.5477, -7.1588, 18.5039], [-23.4519, -6.8761, 19.6948], [-23.7111, -8.1763, 20.1244], [-22.4568, -8.7968, 20.0519], [-22.0846, -9.7758, 20.6887], [-21.7337, -8.1077, 19.0838], [-24.6277, -6.3002, 19.3539], [-22.2160, -6.2028, 18.0989], [-23.0543, -7.6305, 17.6618], [-22.9108, -6.3596, 20.4876], [-21.1330, -9.2889, 15.5069], [-20.0091, -9.8424, 16.4130], [-18.9318, -9.1570, 16.0735], [-19.3623, -8.0322, 15.5131], [-18.6474, -7.0917, 15.2528], [-20.5877, -8.0552, 15.1786], [-19.9419, -11.1204, 16.0672], [-22.1062, -9.2147, 15.9921], [-21.2775, -9.8040, 14.5572], [-20.2863, -9.7658, 17.4643], [-27.5044, -8.9695, 22.6897], [-26.1887, -9.4881, 21.9423], [-26.5828, -10.6162, 21.3752], [-27.5861, -11.1615, 22.0472], [-28.0306, -12.3204, 21.9539], [-28.1354, -10.1851, 22.8039], [-25.2997, -9.7998, 22.9336], [-28.0897, -8.3290, 22.0299], [-27.1400, -8.5174, 23.6122], [-25.7410, -8.7267, 21.3035], [-23.7844, -4.6668, 23.4263], [-24.1238, -6.0782, 23.9717], [-22.9106, -6.7986, 23.9784], [-21.9903, -6.1576, 23.3178], [-20.7878, -6.3668, 23.3198], [-22.5002, -4.9323, 22.8804], [-24.8087, -6.7086, 23.0044], [-23.7512, -3.9315, 24.2303], [-24.5872, -4.2736, 22.8026], [-24.7679, -6.0122, 24.8485], [-18.3153, -3.5870, 17.9231], [-19.5812, -4.3749, 17.7293], [-20.5550, -3.4438, 17.3694], [-20.1008, -2.2719, 17.6678], [-20.7013, -1.3025, 17.2842], [-18.8078, -2.2814, 18.2120], [-20.0782, -4.9811, 18.8703], [-17.8451, -3.5282, 16.9415], [-17.6249, -3.9474, 18.6856], [-19.3136, -5.0869, 16.9486], [-23.6632, -2.4195, 14.0284], [-24.1606, -2.2936, 15.4189], [-24.2706, -3.5961, 15.9495], [-23.5963, -4.4006, 15.1960], [-23.3410, -5.5829, 15.4696], [-23.2036, -3.7852, 14.0611], [-25.2978, -1.5885, 15.2763], [-22.8477, -1.6970, 13.9972], [-24.4690, -2.3440, 13.2982], [-23.6498, -1.6800, 16.1610], [-17.8984, -10.4575, 27.2107], [-19.0765, -10.1914, 26.4204], [-19.1342, -10.3892, 25.1288], [-18.3923, -11.0855, 24.4495], [-20.2648, -9.7871, 24.6486], [-20.4050, -9.7668, 23.2998], [-18.0895, -10.1044, 28.2241], [-16.8901, -10.0719, 27.0604], [-17.9065, -11.5423, 27.3168], [-21.0203, -10.6419, 23.0909], [-19.4573, -9.6880, 22.7669], [-20.9913, -8.8994, 22.9964], [-27.0866, -15.2116, 19.6977], [-25.8742, -14.5026, 19.8054], [-25.1411, -14.3004, 18.6896], [-25.3433, -14.7808, 17.5860], [-24.1375, -13.4231, 18.9213], [-24.0283, -12.6452, 20.0767], [-27.8486, -14.4998, 19.3804], [-27.3970, -15.5007, 20.7017], [-27.1074, -15.9635, 18.9088], [-22.9787, -12.3757, 20.1946], [-24.3299, -13.2818, 20.9084], [-24.7233, -11.8056, 20.0674], [-23.4631, -3.0773, 20.0802], [-24.1256, -2.1275, 20.9775], [-23.2738, -1.4647, 21.8586], [-22.0567, -1.4550, 21.7403], [-24.0436, -0.9313, 22.8430], [-23.4078, -0.3766, 23.9626], [-22.7340, -2.6392, 19.3986], [-24.2860, -3.4430, 19.4659], [-23.0944, -3.8928, 20.7024], [-22.3238, -0.2656, 23.9380], [-23.3758, -1.2766, 24.5766], [-23.8933, 0.4489, 24.4831]],
  "mulliken_spin": [0.00, 0.00, 0.00, 0.00, 0.00, 0.00, 0.00, 0.00, 0.00, 0.00, 0.00, 0.00, 0.00, 0.00, 0.00, 0.00, 0.00, 0.00, 0.00, 0.00, 0.00, 0.00, 0.00, 0.00, 0.00, 0.00, 0.00, 0.00, 0.00, 0.00, 0.00, 0.00, 0.00, -0.01, 0.01, 0.00, 0.00, 0.00, 0.00, 0.00, 0.00, 0.00, 0.00, 0.00, 0.00, 0.00, 0.00, 0.00, 0.00, 0.00, 0.00, 0.00, 0.00, 0.00, 0.00, 0.00, 0.00, 0.00, 0.00, 0.00, 0.00, 0.03, -0.09, 0.36, 0.48, 0.12, 0.00, 0.00, 0.00, 0.06, 0.01, 0.02, 0.00, 0.00, 0.00, 0.00, 0.00, 0.00, 0.00, 0.00, 0.00, 0.00, 0.00, 0.00, 0.00, 0.00, 0.00, 0.00, 0.00, 0.00, 0.00, 0.00, 0.00, 0.00, 0.00, 0.00],
  "charge": 1,
  "spin_multiplicity": 2,
  "s2": 0.765,
  "homo_lumo_gap_ha": [0.3338, 0.0744],
  "e_homo_ev": [-12.1, -12.1],
  "relative_energy_ev": 0.0000,
  "mol_weight_da": 906.5
}

***

No. 2
{
  "formula": "C27H36MoN3S7",
  "method": "ωB97M-V/def2-TZVPD",
  "elements": ["Mo", "C", "C", "S", "C", "C", "S", "C", "C", "S", "H", "H", "H", "H", "H", "H", "H", "H", "H", "H", "H", "H", "S", "S", "S", "S", "N", "C", "C", "C", "C", "C", "C", "C", "C", "C", "C", "C", "C", "H", "H", "H", "H", "H", "H", "H", "H", "H", "H", "N", "C", "C", "N", "H", "H", "H", "H", "H", "H", "H", "H", "H", "C", "C", "C", "C", "C", "C", "C", "H", "H", "H", "H", "H"],
  "positions_angstrom": [[-1.5175, 0.3065, 0.7098], [4.7755, 0.1469, 0.2485], [4.0941, 0.4397, -1.0852], [2.2822, 0.5686, -1.1381], [1.7454, -1.1553, -0.9989], [1.7135, -1.7002, 0.4133], [0.6416, -0.8398, 1.6341], [1.6592, 0.5816, 2.1563], [3.0964, 0.2711, 2.5698], [4.3541, 1.2308, 1.6560], [5.8468, 0.3066, 0.1095], [4.6200, -0.8813, 0.5724], [4.3883, -0.3201, -1.8138], [4.4179, 1.4146, -1.4511], [2.3848, -1.7680, -1.6389], [0.7375, -1.1484, -1.4071], [2.7098, -1.7509, 0.8461], [1.2924, -2.7082, 0.3995], [1.0844, 0.9825, 2.9922], [1.6347, 1.3048, 1.3531], [3.3564, -0.7817, 2.4654], [3.2585, 0.5474, 3.6106], [-3.8364, 0.8482, 0.0016], [-4.8487, 0.4568, 1.7823], [-3.7145, 1.3864, 3.2185], [-2.0532, 0.2328, 3.4706], [-2.2412, -1.7110, -1.8711], [-1.3809, -1.5919, -2.9562], [-1.0087, -2.7348, -3.6665], [-0.1454, -2.6617, -4.7456], [0.3620, -1.4329, -5.1404], [0.0206, -0.2980, -4.4237], [-0.8347, -0.3449, -3.3237], [-1.0685, 0.8956, -2.5446], [-1.2920, 2.0862, -3.2010], [-1.7288, 3.2449, -2.4726], [-1.6033, 3.3083, -1.1351], [-0.7750, 2.2511, -0.4739], [-1.0178, 0.8896, -1.1251], [-2.8165, -2.5401, -1.8914], [-2.7675, -0.8747, -1.6475], [-1.4168, -3.6924, -3.3629], [0.1260, -3.5635, -5.2797], [1.0264, -1.3530, -5.9914], [0.4424, 0.6591, -4.7043], [-1.3282, 2.0969, -4.2830], [-2.2125, 4.0508, -3.0120], [-2.0037, 4.1240, -0.5468], [0.2858, 2.4592, -0.7046], [-0.6826, -6.4117, 1.1615], [-2.5646, -4.1850, 1.4433], [-1.6834, -3.0190, 1.2130], [-2.4125, -1.6754, 1.2324], [-1.4567, -5.6758, 1.3687], [0.1770, -6.0374, 1.5546], [-0.5647, -6.4051, 0.1521], [-3.0151, -4.2404, 2.4346], [-3.2643, -4.4077, 0.6331], [-1.1972, -3.0905, 0.2334], [-0.9193, -2.9532, 1.9925], [-2.8196, -1.5890, 2.1606], [-3.2065, -1.7635, 0.6004], [-0.8690, 2.1237, 1.0290], [-0.3490, 3.1976, 1.8468], [0.4282, 4.2316, 1.2877], [1.0144, 5.2035, 2.0764], [0.8374, 5.1965, 3.4526], [0.0548, 4.2016, 4.0236], [-0.5262, 3.2218, 3.2397], [0.5935, 4.2602, 0.2188], [1.6180, 5.9745, 1.6130], [1.2875, 5.9657, 4.0675], [-0.0966, 4.1886, 5.0961], [-1.1284, 2.4504, 3.6953]],
  "lowdin_charge": [1.05, -0.54, -0.53, 0.90, -0.49, -0.45, 0.86, -0.52, -0.50, 0.85, 0.06, 0.06, 0.07, 0.06, 0.09, 0.04, 0.05, 0.08, 0.06, 0.01, 0.06, 0.07, 0.05, -0.10, -0.13, 0.00, 0.12, -0.27, -0.04, -0.10, -0.11, -0.05, -0.15, -0.21, -0.01, -0.08, -0.05, -0.44, -0.29, 0.10, 0.01, 0.11, 0.10, 0.09, 0.11, 0.11, 0.10, 0.12, 0.11, -0.07, -0.22, -0.43, -0.20, -0.05, -0.04, -0.04, -0.01, -0.02, 0.07, 0.05, -0.03, 0.02, -0.27, -0.23, -0.03, -0.09, -0.10, -0.08, -0.07, 0.10, 0.10, 0.09, 0.10, -0.01],
  "charge": -1,
  "homo_lumo_gap_ha": [0.1429, 0.1430],
  "e_homo_ev": [-2.5, -2.5],
  "relative_energy_ev": 0.9140,
  "mol_weight_da": 723.0
}